ORCA calculation (the ωB97M-V functional and the def2-TZVPD basis) on a molecular structure, C28H44BrNOP2Re.

Last column: Mulliken spin population.
Atoms and positions in Å:
H 0.579 -2.748 -2.028  0.00
H 4.948 0.830 1.163  0.00
P 1.777 -0.540 -0.500  -0.08
C -2.877 0.905 0.611  0.02
C 1.931 3.679 -0.780  0.11
H 2.068 -1.227 -2.802  0.00
H 2.017 3.616 0.301  0.01
H -0.695 1.705 3.066  0.00
H 3.506 1.451 -2.218  0.00
C -1.134 1.513 -0.891  -0.12
C 0.127 -0.276 3.193  0.02
H -1.863 -3.607 -0.587  0.01
H -2.310 4.033 -0.662  0.00
H 0.611 -0.587 5.212  0.00
Br -6.256 2.590 2.087  0.01
H -4.421 4.467 0.679  0.00
H -2.398 -0.095 0.736  -0.05
H 4.310 -0.137 -2.446  0.00
C 3.534 -2.773 -0.964  0.00
C -3.964 3.478 0.630  0.01
C -0.859 0.750 3.591  0.02
H -4.453 0.331 1.967  0.00
H 1.268 0.319 -2.682  0.00
C 1.029 -0.841 4.232  0.00
H 2.880 1.526 0.006  0.01
C -2.952 -1.129 -3.890  0.00
C -3.998 1.121 1.385  0.01
H -1.940 0.452 -2.832  0.01
H 3.319 -2.792 -2.039  0.00
C 3.421 0.460 -2.682  0.00
C 2.959 0.522 0.449  0.03
H 3.299 5.351 -0.951  0.03
C -2.410 -2.652 -0.576  0.01
C -2.346 1.912 -0.193  0.07
N 2.639 4.745 -2.813  0.77
H 2.029 -0.384 4.175  0.00
C -2.477 -0.479 -2.598  0.02
C -3.834 -2.838 -1.083  0.00
H -1.892 0.424 3.409  0.00
Re -0.307 -0.007 0.159  1.72
H -1.878 -3.444 -3.770  0.00
H -3.563 -2.022 -3.725  0.00
H 3.424 0.610 -3.770  0.00
H 2.513 0.607 1.455  0.00
O 0.200 -0.717 2.009  0.07
H -3.870 -3.327 -2.063  0.00
H -2.431 -2.341 0.481  0.01
C 2.666 4.639 -1.483  0.01
H 0.432 2.315 -3.546  0.01
C -0.326 -2.452 -2.585  0.04
H 1.865 4.038 -4.603  0.03
H -2.122 -1.369 -4.561  0.00
C -4.522 2.392 1.309  0.01
C -1.004 -3.689 -3.159  0.00
H -0.745 0.937 4.664  0.00
C 1.860 3.926 -3.517  0.02
H 2.615 -2.236 0.933  0.00
H -3.333 -0.175 -1.981  0.00
C 4.417 0.079 0.565  0.01
C 2.361 -2.251 -0.136  0.00
C 1.046 2.960 -2.917  0.09
H 1.139 -1.930 4.156  0.00
C 1.062 2.834 -1.510  0.07
C 0.152 1.886 -0.894  -0.02
C -2.826 3.234 -0.136  0.00
H 4.450 -2.195 -0.794  0.00
H -4.374 -3.487 -0.384  0.00
H 4.526 -0.884 1.079  0.00
P -1.341 -1.398 -1.441  0.01
H 4.928 0.039 -0.404  0.00
H -0.287 -4.197 -3.814  0.00
H -1.296 -4.400 -2.379  0.00
H -3.588 -0.403 -4.409  0.00
H -4.384 -1.894 -1.135  0.00
H 0.009 -1.787 -3.395  0.00
H 3.751 -3.803 -0.655  0.00
H 1.485 -2.912 -0.218  0.00
C 2.126 -0.254 -2.300  0.02

**Charge**: +4
**E_HOMO (alpha / beta)**: -19.0 / -18.9 eV
**Spin multiplicity**: 4
**LUMO energy (alpha / beta)**: -13.68 / -15.62 eV

ORCA calculation (the ωB97M-V functional and the def2-TZVPD basis) on 10 unconnected molecules or ions with the total composition C28H44Cl8F4O18.

Last column: Mulliken charge in e.
Atoms and positions in Å:
H -3.867 -5.934 -3.517  0.28
H 3.179 -2.273 -2.009  -0.02
H -3.909 -0.979 0.463  -0.20
Cl 4.635 -3.237 -3.480  -0.22
H 2.334 0.074 -3.515  -0.30
O 1.573 5.407 -2.105  -0.31
C -1.208 0.666 0.446  0.42
H -1.230 -2.736 5.082  0.33
O 4.036 1.269 -3.896  -0.38
H -3.104 -0.564 3.315  -0.39
H -4.154 0.577 2.490  0.17
H -1.843 5.724 5.336  0.41
H 1.019 5.041 4.633  0.29
C -1.639 -0.863 -4.392  0.40
O 5.328 2.348 -2.538  -0.43
H 0.089 5.035 0.694  0.15
Cl 4.653 -3.011 3.705  -0.19
H -3.671 -3.363 -0.051  0.13
H 1.523 0.024 1.533  -0.19
C -0.840 -3.181 4.164  0.16
H -1.591 -1.906 -4.145  0.29
H 4.120 -3.457 0.859  0.48
H 2.531 -2.113 -3.521  0.13
C -3.000 -0.125 -4.465  -0.43
O -1.702 -3.823 2.095  -0.31
H 2.663 -4.131 2.888  0.29
C -3.802 0.311 3.473  0.43
C 2.976 -2.811 -2.849  0.01
C 5.616 2.874 -1.283  -0.01
C 2.115 -4.010 -2.546  -0.50
Cl 0.630 -3.289 -1.889  -0.03
H -5.588 -0.956 0.184  0.37
H -4.970 -1.843 1.585  0.42
Cl -5.191 -0.139 4.460  -0.21
O -3.879 -4.815 -1.791  -0.33
C 0.953 0.755 0.914  0.53
O -2.672 1.189 -4.021  -0.38
C 0.736 5.564 -0.029  0.54
H 6.476 0.982 -0.625  0.29
C 0.807 0.368 -0.567  1.34
O -0.350 0.993 1.398  -0.16
H -1.887 -5.062 3.706  0.39
C 3.332 -2.863 1.289  -0.43
C 5.760 1.745 -0.214  -0.59
O -0.650 -2.185 3.177  -0.19
C -4.779 -1.684 0.540  -0.62
H -1.377 4.436 4.223  -0.05
H -2.349 1.963 3.295  -0.03
H 1.305 -0.537 -0.908  -0.62
H 6.494 3.478 -1.485  0.38
O 0.260 7.049 -3.022  -0.57
H 6.067 2.177 0.691  0.44
H -3.331 -0.096 -5.471  0.37
H 4.827 3.565 -0.930  -0.10
Cl 0.075 3.988 6.651  -0.19
Cl -0.860 6.570 3.370  -0.19
O -0.598 0.285 -0.744  -0.04
C -1.102 5.345 4.684  -0.19
H 0.325 6.239 5.814  0.36
F 0.419 -3.871 4.306  -0.33
C -4.646 -2.965 -0.219  -0.03
O -0.936 -2.065 0.897  -0.14
H 2.791 0.191 -5.154  0.42
C -3.346 -5.866 -2.520  -0.61
H -2.324 -5.607 -2.686  0.23
H 1.203 3.739 -1.007  -0.40
C 4.042 2.048 -2.785  0.52
C -4.133 -3.678 -2.416  0.87
Cl 3.793 -1.150 0.991  -0.07
H 2.559 4.556 -0.506  0.04
F 1.439 6.401 0.855  -0.34
H -5.403 -3.676 0.044  0.34
O -0.893 -0.101 -3.492  -0.05
H 1.226 1.218 -1.090  -0.46
C -1.040 -2.680 1.929  0.32
H 2.454 -3.141 0.678  -0.01
H -2.850 -3.395 3.884  0.26
C -1.489 1.155 -3.421  0.40
C 0.232 5.269 5.377  -0.42
H 4.708 1.320 -0.176  -0.16
O -0.071 6.353 -0.923  -0.34
C 2.710 0.774 -4.252  -0.18
H 1.821 1.413 -4.430  0.30
H 1.835 -4.469 -3.527  0.38
H -3.474 -6.754 -1.883  0.22
H -3.759 -0.538 -3.808  0.19
H -3.599 2.205 4.539  0.52
Cl -1.733 0.793 5.298  -0.23
F 1.562 1.986 0.999  -0.26
C 3.174 -3.115 2.774  -0.11
H 2.460 -2.393 3.174  0.05
C 1.607 4.741 -0.900  0.61
H 2.617 -4.684 -1.844  0.32
O -4.660 -2.736 -1.675  -0.33
C 0.561 6.300 -2.133  0.56
O 3.136 2.327 -2.038  -0.22
F -1.060 -0.736 -5.659  -0.35
O -3.901 -3.500 -3.602  -0.65
C -2.968 1.446 4.070  -0.27
C -1.910 -4.000 3.526  -0.46
O -2.429 0.751 0.506  -0.67
O -1.014 2.082 -2.845  -0.46

**Charge**: 0
**E_HOMO**: -10.8 eV
**LUMO energy**: -0.07 eV

ORCA calculation (the ωB97M-V functional and the def2-TZVPD basis) on a molecular structure, C28H44ClFeN3O6S3Si.

Last column: Mulliken spin population.
Atoms and positions in Å:
C 1.400 -0.199 -2.959  0.00
C 3.206 0.590 -1.432  0.00
H 0.257 -3.313 -3.475  0.00
H 4.471 -2.097 3.598  0.00
S -1.629 1.803 -2.000  0.05
H 1.260 3.937 1.234  0.00
H 1.367 3.318 3.744  0.00
H 1.607 2.679 0.048  0.00
C 2.691 -1.859 -1.612  0.00
N 0.125 3.825 -1.919  0.02
H 1.560 -4.221 2.450  0.00
H 0.546 -0.874 -3.055  0.01
H 3.518 3.745 2.314  0.00
C 1.236 2.860 1.061  0.01
C -5.804 -0.154 -1.038  0.00
C 1.770 -1.906 3.839  0.01
S 0.265 5.468 -1.693  0.00
C -0.934 -3.978 0.635  0.00
H -3.095 -2.714 -0.329  0.00
S -0.806 -0.247 1.592  0.09
C -1.084 3.424 -1.716  0.01
H -1.609 -6.036 -1.839  0.00
H 0.146 -6.042 -1.590  0.00
O 1.925 -1.811 1.412  -0.02
H 3.313 -2.021 -2.498  0.00
C 3.990 -1.779 2.668  0.00
O 2.207 0.730 1.776  0.00
C -4.103 5.554 -0.708  0.00
C -6.177 -1.344 -0.439  0.00
H -5.163 5.500 -0.495  0.00
C -0.885 -3.371 -1.704  0.00
O 1.110 5.739 -0.569  0.00
C -5.190 -2.276 -0.189  0.00
O 0.552 6.096 -2.947  0.00
H 0.524 1.771 3.508  0.00
C -2.056 4.495 -1.312  0.01
H 3.980 -0.687 2.626  0.00
N -3.512 -0.830 -1.068  0.02
H 3.299 -2.020 -0.720  0.00
H 3.071 -4.108 1.520  0.00
H -3.901 3.430 -1.062  0.00
H -0.314 -3.114 0.842  0.01
H -6.542 0.604 -1.267  0.00
H 3.981 0.475 -2.196  0.00
O -1.018 -2.173 -1.403  0.03
H -4.020 7.679 -0.408  0.00
H -0.584 -4.820 1.228  0.00
C -0.813 -5.766 -1.150  0.00
H -7.207 -1.552 -0.171  0.00
Fe -1.206 -0.163 -0.726  3.80
H 1.032 0.829 -3.005  0.01
C -3.406 4.394 -1.033  0.00
H 4.143 2.140 2.769  0.00
H 2.790 1.598 -1.505  0.00
H 3.127 -4.286 3.290  0.00
H 2.181 -2.386 4.731  0.00
H -1.953 -3.731 0.940  0.00
H 4.579 -2.157 1.825  0.00
Si 1.223 -0.366 1.089  0.00
H 2.080 -0.372 -3.798  0.00
H -0.749 -4.771 -3.388  0.00
H 2.157 1.795 4.220  0.00
C 2.582 -3.830 2.458  0.00
C 1.500 2.265 3.480  0.00
H -4.140 0.982 -1.813  0.00
H 3.667 0.471 -0.446  0.00
O 1.109 -0.294 -0.582  -0.04
C -3.880 -1.987 -0.514  0.01
H 0.199 2.519 1.115  0.00
C 2.096 2.143 2.085  0.00
C 2.114 -0.448 -1.641  -0.02
C -2.099 6.888 -0.939  0.00
Cl -5.570 -3.807 0.523  0.00
H -1.478 -3.182 -3.725  0.00
C -0.711 -3.710 -3.159  0.00
C -4.469 0.069 -1.338  0.01
H 1.808 -0.819 3.977  0.00
C -3.458 6.788 -0.662  0.00
H 0.720 -2.197 3.728  0.00
H 1.880 -2.596 -1.602  0.00
C 2.564 -2.315 2.600  0.00
C 3.516 2.682 2.056  0.00
H -1.583 7.841 -0.905  0.00
H 3.942 2.568 1.055  0.00
H -0.949 -6.348 -0.246  0.00
C -1.431 5.726 -1.257  0.00
N -0.861 -4.342 -0.789  0.00

**ΔE to the lowest compared entry with this formula, charge and spin**: 53.0 kJ/mol
**Charge**: 0
**E_HOMO (alpha / beta)**: -8.1 / -8.2 eV
**Spin multiplicity**: 5
**LUMO energy (alpha / beta)**: 0.04 / 0.01 eV

Let's list total energy in order: -123991.67360 -177654.60956 -133805.87278 eV.